{
  "formula": "C15H28BF6INO5P",
  "method": "wB97M-V/def2-TZVPD",
  "e_tot_ev": -62106.07242,
  "smiles": "CCCCCCCP(I)B(N)O.CCOC(=O)C(F)(F)F.CCOC(=O)C(F)(F)F",
  "orbital_gap_ev": 7.90,
  "lumo_energy_ev": -0.49,
  "molar_mass_g_mol": 585.1,
  "symbols": ["C", "C", "C", "C", "C", "C", "C", "P", "I", "B", "N", "O", "H", "H", "H", "H", "H", "H", "H", "H", "H", "H", "H", "H", "H", "H", "H", "H", "H", "H", "C", "C", "O", "C", "O", "C", "F", "F", "F", "H", "H", "H", "H", "H", "C", "C", "O", "C", "O", "C", "F", "F", "F", "H", "H", "H", "H", "H"],
  "xyz": [[1.67, 1.48, 4.12], [1.08, 0.87, 2.69], [-0.20, -0.14, 2.88], [-1.62, 0.69, 3.20], [-2.80, -0.17, 2.42], [-4.30, 0.52, 2.56], [-5.43, -0.56, 3.11], [-6.57, 0.18, 4.46], [-7.72, -1.81, 5.46], [-7.94, 1.30, 3.74], [-7.90, 2.07, 2.43], [-9.18, 1.48, 4.57], [0.95, 2.28, 4.57], [2.67, 2.04, 3.85], [1.96, 0.64, 4.89], [1.97, 0.23, 2.22], [0.87, 1.78, 1.97], [-0.36, -0.68, 1.84], [0.03, -0.96, 3.70], [-1.54, 1.81, 2.86], [-1.79, 0.62, 4.37], [-2.77, -1.28, 2.86], [-2.50, -0.29, 1.27], [-4.62, 0.81, 1.45], [-4.29, 1.54, 3.16], [-4.81, -1.43, 3.64], [-6.02, -1.09, 2.23], [-8.01, 1.45, 1.60], [-7.09, 2.71, 2.36], [-9.87, 0.94, 4.07], [1.33, 2.65, -3.10], [1.65, 1.28, -2.53], [3.05, 1.18, -2.23], [3.44, 1.70, -1.02], [2.67, 2.22, -0.22], [4.94, 1.48, -0.80], [5.68, 1.77, -1.91], [5.23, 0.19, -0.48], [5.45, 2.25, 0.20], [1.96, 2.87, -3.96], [0.28, 2.70, -3.41], [1.51, 3.43, -2.36], [1.44, 0.51, -3.28], [1.04, 1.05, -1.65], [5.95, -2.58, -4.11], [5.33, -3.62, -5.02], [3.92, -3.74, -4.76], [3.11, -2.82, -5.38], [3.52, -1.93, -6.12], [1.64, -3.10, -5.05], [1.44, -3.38, -3.74], [1.15, -4.17, -5.75], [0.82, -2.05, -5.35], [5.73, -2.81, -3.06], [7.03, -2.54, -4.25], [5.53, -1.58, -4.31], [5.77, -4.60, -4.82], [5.51, -3.40, -6.08]]
}